Entry 1:
Density functional theory data (wB97M-V/def2-TZVPD) for C49H56Ge2N4OS6Sr as an isolated structure.

Each line ends with the Mulliken charge.
Geometry (Å):
Sr: 1.88499 -1.81882 3.93969  0.396
N: 2.70989 -3.82802 2.46639  -0.281
N: 4.11039 -3.89742 2.55019  -0.054
C: 4.64889 -3.79812 3.79969  0.258
N: 6.00029 -3.70512 3.83199  -0.489
S: 3.73539 -3.79752 5.17519  -0.306
H: 2.31099 -4.72192 2.79829  0.186
H: 2.45699 -3.72972 1.42699  -0.010
H: 4.66629 -3.50232 1.79559  0.356
H: 6.55189 -4.06602 3.06699  0.202
H: 6.43189 -3.73172 4.74879  0.203
C: -0.86381 2.17788 -5.57971  -1.643
C: -1.24081 2.49318 -4.16151  0.672
C: -2.41611 1.98138 -3.59751  -0.541
C: -2.76841 2.28248 -2.27431  0.629
C: -4.05901 1.73778 -1.71351  -1.457
C: -1.92371 3.11168 -1.49901  0.497
C: -0.74271 3.64648 -2.07631  1.019
C: 0.18919 4.57088 -1.33101  -1.712
C: -0.41381 3.32138 -3.39871  -0.602
C: -2.32261 3.48098 -0.12391  -0.362
C: -3.06551 4.66278 0.00849  -0.167
C: -3.47141 5.11018 1.25699  -1.059
C: -3.14791 4.38138 2.39269  -0.272
C: -2.40681 3.19178 2.30079  0.505
C: -1.96981 2.72298 1.02699  0.095
Ge: -0.85411 1.10628 0.86469  -0.939
S: 0.01469 0.20998 2.71819  0.365
S: -1.69201 -0.61342 -0.25231  -0.134
Ge: 0.45959 -0.84902 -0.75831  -0.363
S: 1.37929 -1.81222 1.01249  -0.596
S: 0.91429 1.30098 -0.45231  -0.369
C: 0.99859 -1.69562 -2.45271  0.746
C: 0.08259 -2.43522 -3.25791  0.456
C: 0.52279 -2.99492 -4.47001  -0.210
C: 1.83789 -2.84462 -4.89331  -1.188
C: 2.74199 -2.13522 -4.11471  -0.122
C: 2.34079 -1.56272 -2.90141  -1.074
C: 3.35599 -0.80002 -2.14091  0.473
C: 4.17109 -1.43862 -1.17261  1.505
C: 4.07599 -2.91342 -0.86641  -0.164
C: 5.12009 -0.68582 -0.46661  -1.195
C: 5.27689 0.68378 -0.71071  0.789
C: 6.29079 1.48718 0.04979  -1.395
C: 4.48589 1.30838 -1.68041  -1.347
C: 3.53069 0.58048 -2.40511  1.101
C: 2.71009 1.28348 -3.45931  -0.745
C: -1.33311 -2.68122 -2.86481  0.350
C: -1.65351 -3.47732 -1.72891  1.434
C: -0.61521 -4.16102 -0.87391  -1.513
C: -2.99711 -3.67752 -1.37871  -1.058
C: -4.02941 -3.11152 -2.13211  1.121
C: -5.46491 -3.32322 -1.74951  -1.477
C: -3.72091 -2.34682 -3.25881  -1.129
C: -2.38851 -2.13312 -3.64231  0.914
C: -2.11601 -1.29462 -4.86481  -1.636
C: -2.16121 2.45898 3.56949  0.246
C: -2.81171 1.21928 3.82629  1.598
C: -3.77501 0.57268 2.85979  -1.575
C: -2.57911 0.55428 5.03899  -1.171
C: -1.72081 1.09348 6.00219  1.170
C: -1.47451 0.37768 7.29799  -1.376
C: -1.08741 2.31448 5.75659  -1.317
C: -1.29961 3.00838 4.55549  1.272
C: -0.57421 4.31318 4.33419  -1.500
H: -1.61711 1.52558 -6.06971  0.284
H: 0.11779 1.65858 -5.59761  0.212
H: -0.78821 3.11938 -6.16341  0.463
H: -3.06671 1.35548 -4.19431  0.369
H: -4.59681 1.10678 -2.45281  0.398
H: -4.72561 2.57818 -1.42781  0.352
H: -3.86051 1.12118 -0.81531  0.110
H: -0.13351 4.77158 -0.29031  0.259
H: 0.24819 5.54278 -1.86441  0.463
H: 1.20559 4.12618 -1.29171  0.181
H: 0.48979 3.72508 -3.84171  0.304
H: -3.32871 5.24468 -0.86721  0.458
H: -4.04651 6.02298 1.34459  0.359
H: -3.49371 4.73948 3.35509  0.511
H: -0.15501 -3.57222 -5.08651  0.529
H: 2.15939 -3.28642 -5.82761  0.373
H: 3.76359 -2.02692 -4.45921  0.477
H: 3.29629 -3.43302 -1.45811  0.082
H: 3.84689 -3.06192 0.20859  -1.688
H: 5.05039 -3.39762 -1.08711  0.618
H: 5.74049 -1.17302 0.27679  0.183
H: 6.84449 0.86068 0.78119  0.339
H: 5.77999 2.30308 0.60339  0.308
H: 7.02279 1.93058 -0.65761  0.302
H: 4.62049 2.36658 -1.87191  0.357
H: 2.96479 2.36228 -3.52961  0.368
H: 1.62949 1.19788 -3.22801  -0.209
H: 2.89849 0.82008 -4.45011  0.381
H: 0.42249 -3.99252 -1.21911  -0.038
H: -0.79171 -5.25712 -0.88951  0.555
H: -0.70181 -3.80362 0.17319  0.119
H: -3.23751 -4.28292 -0.51211  0.269
H: -5.55741 -3.95112 -0.83791  0.335
H: -6.00171 -3.82872 -2.57971  0.338
H: -5.94531 -2.34222 -1.54981  0.287
H: -4.52831 -1.91772 -3.84081  0.270
H: -3.05121 -0.89742 -5.31311  0.435
H: -1.61051 -1.89062 -5.64821  0.375
H: -1.46521 -0.44462 -4.58431  0.147
H: -3.93811 1.15958 1.93629  0.100
H: -4.76301 0.45038 3.35139  0.513
H: -3.39291 -0.42862 2.56889  0.103
H: -3.07581 -0.38962 5.23289  0.205
H: -2.04301 -0.57502 7.35399  0.332
H: -1.78731 1.02288 8.14569  0.339
H: -0.39281 0.14688 7.39659  0.111
H: -0.42371 2.72388 6.50929  0.195
H: 0.08059 4.57178 5.19329  0.378
H: -1.29481 5.14478 4.20639  0.316
H: 0.06289 4.23538 3.42789  0.214
O: 0.09509 -2.95042 6.53539  -0.638
S: 1.21819 -2.43072 7.36519  0.212
N: 2.31309 -1.79792 6.54469  -0.443
H: 1.09679 0.03518 5.22909  -0.181

Spin multiplicity   1
HOMO-LUMO gap   3.4 eV
Maximum force   0.0641 Eh/bohr
LUMO   3.66 eV
Net charge   -2

Entry 2:
Density functional theory data (wB97M-V/def2-TZVPD) for C49H59BrN7O4P2S2Sn as an isolated structure.

Each line ends with the Mulliken charge.
Geometry (Å):
Sn: 0.07032 -1.50581 -1.06268  2.840
C: 0.30613 1.12813 8.00032  -0.535
S: 0.04506 2.48671 6.83793  -0.115
C: 1.58597 2.34863 5.88729  -1.230
C: 1.61267 1.22796 4.84833  1.031
C: 0.52758 1.44070 3.78488  -1.328
N: 0.58220 0.56860 2.58109  0.532
P: 0.07701 -1.08018 2.56584  0.445
C: 0.74784 -1.79497 4.12127  0.086
C: 0.03261 -1.96989 5.30541  -0.199
C: 0.64710 -2.52469 6.42301  -0.629
C: 1.98164 -2.90763 6.37392  -0.546
C: 2.70628 -2.73548 5.20042  -0.888
C: 2.08601 -2.19104 4.08517  0.051
C: -1.71346 -1.03681 2.95712  1.435
C: -2.34739 -2.28405 3.01657  -0.787
C: -3.72335 -2.37648 3.17310  -0.820
C: -4.49491 -1.22040 3.25511  -0.684
C: -3.87983 0.02063 3.19177  -0.734
C: -2.49736 0.10944 3.04272  -0.193
P: 1.56977 0.92994 1.21003  0.400
C: 3.16941 1.50582 1.90183  0.077
C: 4.21643 0.58620 1.89843  -0.392
C: 5.45882 0.91357 2.43034  -0.718
C: 5.66441 2.17691 2.96635  -0.565
C: 4.63165 3.11039 2.96105  -0.775
C: 3.39550 2.77897 2.42748  -0.183
C: 0.90555 2.53092 0.60219  0.781
C: 1.66458 3.21647 -0.35600  -0.708
C: 1.18581 4.37923 -0.94241  -0.628
C: -0.07387 4.86801 -0.60041  -0.837
C: -0.84068 4.18999 0.33592  -0.728
C: -0.35189 3.02888 0.93026  0.186
H: -0.48428 1.19533 8.74707  0.394
H: 1.27130 1.24127 8.49521  0.256
H: 0.25175 0.15937 7.50555  -0.043
H: 2.39589 2.22118 6.60616  0.525
H: 1.71777 3.32283 5.40770  0.460
H: 1.47526 0.27010 5.34776  -0.347
H: 2.59673 1.20922 4.38135  -0.229
H: 0.58159 2.47870 3.44155  0.439
H: -0.43899 1.31684 4.26566  0.375
H: -1.00452 -1.66378 5.36683  0.388
H: 0.07943 -2.65649 7.33818  0.474
H: 2.45563 -3.34114 7.24714  0.411
H: 3.74829 -3.03163 5.15567  0.449
H: 2.66412 -2.03822 3.17599  -0.042
H: -1.75605 -3.19105 2.92655  0.508
H: -4.19579 -3.35136 3.22166  0.426
H: -5.57146 -1.28854 3.36334  0.407
H: -4.47254 0.92555 3.26502  0.454
H: -2.03792 1.09171 3.00430  -0.339
H: 4.05656 -0.39871 1.46518  0.337
H: 6.26464 0.18898 2.41994  0.459
H: 6.63065 2.43994 3.37975  0.408
H: 4.79317 4.09917 3.37609  0.438
H: 2.60163 3.51861 2.42400  0.430
H: 2.64620 2.83971 -0.63328  0.485
H: 1.79231 4.90587 -1.67118  0.526
H: -0.44786 5.77888 -1.05410  0.420
H: -1.81735 4.57050 0.61635  0.503
H: -0.95985 2.52415 1.67755  -0.188
O: -0.14891 1.18461 -2.45290  0.326
C: 0.83814 1.80551 -3.26156  -0.579
C: 2.06496 0.92487 -3.36380  0.441
C: 2.94406 1.07300 -4.43006  -1.044
C: 4.10264 0.31745 -4.44861  -0.594
C: 4.35147 -0.56135 -3.40456  -0.847
C: 3.41862 -0.64896 -2.38772  -0.266
N: 2.29330 0.07471 -2.36248  0.434
H: -0.49273 1.79450 -1.78563  -0.441
H: 1.14043 2.75970 -2.83318  0.191
H: 0.44578 2.00391 -4.26066  0.456
H: 2.72450 1.77869 -5.22363  0.532
H: 4.80399 0.41390 -5.26755  0.437
H: 5.24517 -1.17000 -3.38291  0.500
H: 3.55817 -1.33944 -1.55838  0.236
O: -1.75561 0.29036 0.00496  -0.401
H: -1.39276 0.70839 0.79962  -0.397
H: -2.57486 -0.13214 0.30036  0.183
O: 2.09832 -2.95056 0.23410  -0.494
H: 1.55675 -3.68238 0.56975  0.246
H: 2.64613 -2.65691 0.96944  0.173
Br: -1.06962 -3.73646 -0.16846  -0.596
C: -1.17481 -0.94120 -4.64914  -0.943
C: -2.23222 -1.08195 -3.60264  0.675
N: -2.05249 -1.54592 -2.38524  0.723
C: -3.29902 -1.60585 -1.78303  -0.919
C: -4.23752 -1.14306 -2.64271  -1.088
N: -3.54914 -0.81479 -3.79979  0.255
C: -4.14595 -0.23822 -4.99007  -1.064
N: -4.78750 1.00124 -4.65901  0.680
N: -6.11281 1.18463 -4.92607  -0.788
N: -6.43163 2.38076 -4.59676  -0.498
C: -5.29827 3.01888 -4.10238  0.131
C: -5.12231 4.31600 -3.61480  -0.791
C: -3.86133 4.66213 -3.18010  -0.755
C: -2.78842 3.74515 -3.22186  -0.493
C: -2.94880 2.46340 -3.70149  0.243
C: -4.23533 2.13332 -4.14487  0.934
H: -0.21138 -1.19589 -4.21101  -0.482
H: -1.12330 0.07479 -5.04891  0.327
H: -1.36003 -1.62347 -5.48391  0.561
H: -3.42638 -2.00734 -0.78704  0.685
H: -5.30744 -1.01848 -2.55685  0.472
H: -4.90177 -0.88773 -5.41228  0.334
H: -3.36083 -0.07680 -5.72090  0.484
H: -5.95037 5.01454 -3.58527  0.415
H: -3.68528 5.65969 -2.79587  0.422
H: -1.81370 4.06147 -2.86256  0.461
H: -2.13064 1.75032 -3.71871  -0.085
O: 0.98539 -2.87527 -2.86234  -0.332
S: 1.01532 -4.40604 -2.75527  0.352
C: 2.02254 -4.91522 -4.18498  -0.668
C: 1.15770 -5.84696 -5.03436  -0.686
C: -0.24632 -5.24646 -4.98821  -0.508
C: -0.52642 -5.00462 -3.50678  -0.248
H: 2.94308 -5.36912 -3.81982  0.469
H: 2.25205 -3.97928 -4.69694  0.175
H: 1.14320 -6.84845 -4.59635  0.306
H: 1.54721 -5.93588 -6.04723  0.380
H: -0.99419 -5.90303 -5.43436  0.427
H: -0.26334 -4.29835 -5.53117  0.138
H: -0.79423 -5.92254 -2.97650  0.480
H: -1.27518 -4.24144 -3.28524  -0.105

Relative energy (zero: lowest compared OMol25 entry of this formula, charge and spin)   22.0 kJ/mol
Spin multiplicity   1
HOMO-LUMO gap   8.5 eV
Maximum force   0.0154 Eh/bohr
LUMO   -1.56 eV
Net charge   +1

Let's list electronic energy in order: -8768.89510; -6854.16974 a.u..